[1]
Formula: C2H2ClNO2
Source: the OMol25 dataset
Level of theory: ωB97M-V/def2-TZVPD

Output
- frontier orbital gap (eV) = 10.0
- SMILES = [O-][N+]#CCl.C=O
- maximum force (eV/A) = 3.76
- HOMO level (hartree) = -0.3589

Last column: Löwdin charge in e.
Element x y z (Å)
C -0.992 0.882 0.209  -0.248
C 1.175 -0.510 -0.382  -0.623
N 0.733 -1.561 -0.180  -0.183
O 0.225 -2.608 -0.325  0.040
O -0.784 1.958 -0.215  -0.021
Cl 2.028 0.844 -0.249  0.830
H -0.438 0.627 1.195  0.102
H -1.948 0.367 -0.054  0.103

[2]
Formula: C48H40LuN3O2PSeTe
Source: the OMol25 dataset
Level of theory: ωB97M-V/def2-TZVPD

Output
- frontier orbital gap (eV) = 6.1
- maximum force (eV/A) = 3.48
- total charge = +1
- HOMO level (hartree) = -0.3753

Last column: Löwdin charge in e.
Element x y z (Å)
Lu 1.232 0.209 -0.850  1.565
N 0.358 2.804 -0.501  0.002
C -0.605 3.116 0.464  -0.343
C -1.906 3.604 0.146  -0.022
C -2.892 3.865 1.132  -0.056
C -2.558 3.553 2.466  -0.074
C -1.307 3.014 2.775  -0.071
C -0.319 2.760 1.802  -0.327
P 1.211 1.760 2.068  1.058
C 2.494 3.041 2.062  -0.406
C 2.256 4.387 1.761  -0.107
C 3.303 5.192 1.339  -0.082
C 4.617 4.728 1.316  -0.097
C 4.886 3.469 1.797  -0.096
C 3.844 2.643 2.257  -0.091
C 1.166 1.235 3.791  -0.402
C 0.958 -0.131 4.030  -0.114
C 1.008 -0.669 5.325  -0.068
C 1.246 0.209 6.415  -0.048
C 1.435 1.599 6.173  -0.059
C 1.378 2.100 4.879  -0.085
H 1.289 3.232 -0.492  0.048
H 0.026 2.782 -1.468  0.033
H -2.121 3.839 -0.915  0.114
H -3.849 4.264 0.866  0.099
H -3.268 3.712 3.250  0.098
H -1.118 2.747 3.795  0.093
H 1.273 4.823 1.944  0.113
H 3.071 6.166 0.931  0.108
H 5.433 5.369 0.995  0.112
H 5.905 3.052 1.791  0.114
H 4.040 1.703 2.823  0.116
H 0.809 -0.802 3.156  0.095
H 0.890 -1.744 5.428  0.102
H 1.319 -0.160 7.434  0.103
H 1.644 2.244 6.991  0.096
H 1.609 3.144 4.682  0.114
C -1.172 -5.673 0.157  -0.052
C -0.573 -4.436 -0.396  -0.254
C 0.799 -4.216 -0.221  0.027
C 1.419 -3.109 -0.831  -0.088
C 2.623 -2.495 -0.244  -0.184
O 2.540 -1.215 0.013  -0.171
C 3.813 -3.259 0.073  -0.123
C 4.941 -2.771 0.776  0.023
C 6.061 -3.587 1.002  -0.043
C 6.071 -4.855 0.444  -0.049
C 5.063 -5.289 -0.412  -0.055
C 3.916 -4.540 -0.557  -0.006
C 0.619 -2.258 -1.660  -0.300
O 1.252 -1.230 -2.207  -0.291
C -0.821 -2.315 -1.601  -0.085
C -1.375 -3.499 -1.082  0.018
C -1.420 -0.918 -1.633  -0.166
N -1.115 -0.116 -0.586  -0.081
C -1.859 -0.327 0.694  -0.291
C -3.376 -0.044 0.666  -0.418
Te -4.685 -1.773 0.071  1.298
C -5.350 -0.880 -1.712  -0.592
C -5.650 0.484 -1.739  -0.161
C -6.052 1.113 -2.910  -0.070
C -6.144 0.385 -4.115  -0.068
C -5.843 -0.973 -4.093  -0.093
C -5.510 -1.612 -2.902  -0.154
C -1.716 -0.338 -2.949  -0.152
C -1.716 -1.141 -4.108  0.011
C -1.530 -0.561 -5.367  -0.035
C -1.427 0.824 -5.495  -0.044
C -1.605 1.627 -4.384  -0.092
C -1.693 1.071 -3.128  -0.041
H -0.639 -6.523 -0.213  0.078
H -2.233 -5.809 -0.064  0.088
H -1.058 -5.759 1.229  0.085
H 1.334 -4.954 0.402  0.142
H 4.972 -1.758 1.118  0.112
H 6.852 -3.205 1.622  0.111
H 6.927 -5.510 0.609  0.119
H 5.143 -6.201 -1.005  0.120
H 3.129 -4.871 -1.210  0.113
H -2.442 -3.671 -1.201  0.076
H -1.341 0.263 1.498  0.090
H -1.716 -1.366 1.001  0.087
H -3.588 0.868 0.072  0.047
H -3.743 0.200 1.663  0.036
H -5.664 1.033 -0.805  0.090
H -6.254 2.145 -2.905  0.089
H -6.412 0.857 -5.049  0.103
H -5.841 -1.570 -5.010  0.110
H -5.304 -2.678 -2.899  0.091
H -1.807 -2.218 -4.070  0.124
H -1.469 -1.207 -6.253  0.121
H -1.167 1.247 -6.439  0.112
H -1.556 2.714 -4.506  0.122
H -1.739 1.672 -2.192  0.101
Se 1.859 1.719 -3.365  0.593
C 2.944 2.541 -2.136  -0.884
N 3.578 3.105 -1.315  0.072

[3]
Formula: C13H29CeCl2N2OP2
Source: the OMol25 dataset
Level of theory: ωB97M-V/def2-TZVPD

Output
- frontier orbital gap (spin up / spin down) (eV) = 5.7 / 6.0
- maximum force (eV/A) = 5.89
- total charge = +3
- HOMO level (spin up / spin down) (hartree) = -0.6886 / -0.6890

Last column: Löwdin charge in e.
Element x y z (Å)
C 3.268 -2.390 0.726  0.002
C 2.132 -1.565 0.349  -0.365
H 3.650 -2.227 1.744  0.145
H 4.046 -2.277 -0.048  0.141
H 2.851 -3.403 0.642  0.113
O 1.804 -0.396 0.650  -0.058
Cl 1.864 -2.201 -1.807  0.504
Ce -0.172 -0.360 -0.763  0.463
P 1.880 1.328 -2.082  0.754
C 1.883 3.026 -1.402  -0.223
C 3.679 1.026 -2.167  -0.225
H 4.136 1.812 -2.787  0.083
H 2.224 2.232 -4.307  0.083
H 3.880 0.037 -2.599  0.049
H 1.402 0.623 -4.348  0.066
H 2.122 2.975 -0.330  0.062
H 4.111 1.055 -1.156  0.065
C 1.457 1.598 -3.839  -0.222
H 2.635 3.633 -1.926  0.083
H 0.465 2.070 -3.903  0.061
H 0.884 3.471 -1.506  0.057
P -1.090 -2.803 0.478  0.752
C -2.275 -2.430 1.821  -0.219
C -2.189 -3.606 -0.757  -0.215
H 0.380 -4.744 0.437  0.065
H -1.026 -4.981 1.523  0.084
H 0.359 -3.968 2.038  0.061
C -0.264 -4.263 1.183  -0.230
H -1.643 -3.751 -1.702  0.064
H -2.527 -4.580 -0.376  0.084
H -2.784 -3.347 2.144  0.085
H -3.016 -1.698 1.481  0.065
H -3.056 -2.964 -0.970  0.066
H -1.744 -1.988 2.672  0.048
Cl -1.871 -0.166 -2.665  0.209
C -3.198 4.095 0.450  0.022
C -2.374 2.993 0.943  -0.228
C -1.918 2.646 2.226  0.087
C -1.149 1.496 2.104  -0.279
N -1.112 1.122 0.788  -0.129
N -1.865 2.060 0.118  0.045
C -0.478 0.751 3.181  0.003
H -3.528 4.660 1.330  0.112
H -2.644 4.773 -0.216  0.113
H -4.089 3.764 -0.106  0.117
H -2.114 3.181 3.148  0.151
H -2.079 1.968 -0.877  0.130
H 0.145 1.441 3.765  0.117
H -1.220 0.331 3.875  0.115
H 0.168 -0.058 2.822  0.068

[4]
Formula: C12H8N4O3PdS2
Source: the OMol25 dataset
Level of theory: ωB97M-V/def2-TZVPD

Output
- frontier orbital gap (spin up / spin down) (eV) = 6.4 / 6.4
- maximum force (eV/A) = 2.85
- total charge = -2
- HOMO level (spin up / spin down) (hartree) = -0.0610 / -0.0618

Last column: Löwdin charge in e.
Element x y z (Å)
Pd -0.919 0.515 -0.487  0.547
N -0.190 2.892 -0.290  -0.093
C -1.295 3.823 -0.488  -0.210
C -2.545 3.152 -1.072  -0.607
O -3.579 3.855 -1.089  -0.088
N -2.378 1.911 -1.500  -0.079
C -3.586 1.159 -1.742  -0.185
C -3.836 0.145 -0.587  -0.675
O -4.893 -0.495 -0.617  -0.045
O -2.936 0.075 0.321  -0.176
H 0.481 3.219 0.392  0.055
H 0.303 2.742 -1.158  0.012
H -1.037 4.661 -1.147  0.098
H -1.592 4.239 0.476  0.105
H -3.523 0.596 -2.677  0.100
H -4.459 1.812 -1.776  0.097
S 1.544 0.438 -0.796  0.559
C 1.915 -1.020 0.067  -0.730
C 3.194 -1.200 0.583  -0.088
C 3.562 -2.364 1.259  -0.219
C 4.884 -2.491 1.763  -0.213
N 5.966 -2.562 2.154  0.125
C 2.606 -3.387 1.426  -0.217
C 1.327 -3.210 0.905  -0.080
C 0.953 -2.051 0.222  -0.732
S -0.634 -1.931 -0.461  0.611
C 2.944 -4.576 2.128  -0.209
N 3.209 -5.542 2.698  0.128
H 3.925 -0.412 0.454  0.102
H 0.589 -3.991 1.038  0.105

[5]
Formula: C5H9N
Source: the OMol25 dataset
Level of theory: ωB97M-V/def2-TZVPD

Output
- frontier orbital gap (spin up / spin down) (eV) = 8.3 / 8.3
- maximum force (eV/A) = 0.54
- HOMO level (spin up / spin down) (hartree) = -0.3284 / -0.3278

Last column: Löwdin charge in e.
Element x y z (Å)
C 1.751 -0.085 -0.116  -0.034
C 0.215 -0.134 -0.141  -0.613
C -0.699 -0.091 1.097  -0.171
N -1.776 0.479 0.221  -0.029
C -0.672 1.028 -0.628  -0.170
C -0.105 -1.309 -1.013  0.215
H 2.152 -0.013 -1.133  0.081
H 2.176 -0.984 0.348  0.082
H 2.100 0.782 0.455  0.086
H -0.903 -1.037 1.613  0.109
H -0.443 0.681 1.834  0.111
H -0.388 2.003 -0.213  0.113
H -0.856 1.109 -1.702  0.112
H -2.175 -0.297 -0.318  0.086
H -0.376 -2.132 -0.304  0.022

[6]
Formula: C5H8N2
Source: the OMol25 dataset
Level of theory: ωB97M-V/def2-TZVPD

Output
- frontier orbital gap (eV) = 8.5
- SMILES = C=C=C(N)/C=N/C
- maximum force (eV/A) = 2.35
- HOMO level (hartree) = -0.2786

Last column: Löwdin charge in e.
Element x y z (Å)
C -2.352 -1.085 -0.203  -0.143
N -1.176 -0.279 -0.061  -0.027
C 0.282 2.456 0.194  0.021
C 0.802 1.271 0.301  -0.094
C 1.176 0.038 0.089  -0.332
N 2.461 -0.541 0.245  0.062
C -0.021 -0.805 -0.092  -0.138
H -2.994 -0.626 -0.963  0.075
H -2.156 -2.133 -0.477  0.071
H -2.911 -1.058 0.740  0.077
H -0.268 2.927 1.002  0.062
H 1.212 2.812 -0.271  0.081
H 3.191 0.153 0.113  0.083
H 2.591 -1.244 -0.475  0.078
H 0.163 -1.886 -0.140  0.122